No. 1
Below is a cluster of 2 separate species, C4H6NO in total in a non-equilibrium geometry, with properties calculated with wB97M-V/def2-TZVPD.

XYZ file:
```
12
Properties=species:S:1:pos:R:3:forces:R:3
C -0.783 2.781 0.812 1.472 1.589 -0.289
C 1.240 0.095 1.133 1.459 -1.022 1.567
C -0.905 1.546 1.313 0.663 -0.437 -0.369
C 0.121 0.693 1.096 -0.936 0.645 0.055
N -0.496 -0.325 -1.168 -1.656 2.081 0.835
O -0.567 3.824 0.446 -0.451 0.068 -0.278
H 1.566 -0.471 0.295 0.230 -0.514 -0.370
H 1.842 -0.003 2.092 -0.713 0.704 -1.244
H -1.752 1.502 1.917 -1.569 -1.173 0.923
H 0.136 -0.877 -1.690 0.340 -0.925 -0.628
H -0.727 0.530 -1.721 0.132 -1.234 0.509
H -1.372 -0.802 -0.885 1.029 0.220 -0.709
```
Positions in Å, forces in eV/Å.

Summary:
Total charge ... +1
LUMO (spin up / spin down) ... -5.53 / -5.53 eV
HOMO-LUMO gap (spin up / spin down) ... 9.06 / 9.06 eV
HOMO level (spin up / spin down) ... -14.589 / -14.589 eV
ΔE to the lowest compared entry with this formula, charge and spin ... 209.6 kJ/mol

---

No. 2
Below is the ion C4H6NO2 with charge +1 in a non-equilibrium geometry, with properties calculated with wB97M-V/def2-TZVPD.

XYZ file:
```
13
Properties=species:S:1:pos:R:3:forces:R:3
C -1.729 1.114 -1.866 0.494 -0.448 -1.206
C 1.338 -0.568 0.466 -3.258 0.405 -1.529
C -0.680 0.913 -0.903 1.724 -0.966 1.223
C 0.585 -0.112 -0.648 0.943 0.066 -2.420
N 0.254 -1.031 1.700 2.303 -3.951 -2.210
O -2.518 1.430 -2.611 1.047 -0.481 1.227
O 2.397 -1.026 0.731 0.520 0.385 -0.326
H 0.029 1.726 -0.956 -0.369 1.213 -0.709
H -1.223 1.112 -0.021 -0.819 0.212 1.576
H 1.182 -0.014 -1.600 -0.393 -0.254 1.411
H 1.038 -1.686 2.114 -2.604 1.179 -0.438
H -0.597 -1.474 1.297 1.222 -0.338 0.376
H -0.076 -0.384 2.298 -0.811 2.979 3.025
```
Positions in Å, forces in eV/Å.

Summary:
Total charge ... +1
LUMO ... -5.31 eV
HOMO-LUMO gap ... 7.19 eV
HOMO level ... -12.499 eV
ΔE to the lowest compared entry with this formula, charge and spin ... 371.6 kJ/mol

---

No. 3
Below is the ion C4H6NO3 with charge -1 in a non-equilibrium geometry, with properties calculated with wB97M-V/def2-TZVPD.

XYZ file:
```
14
Properties=species:S:1:pos:R:3:forces:R:3
C -0.330 -1.517 -0.903 0.150 -0.210 0.027
C -1.299 -0.563 -0.218 0.902 0.228 -0.003
C -0.604 0.521 0.640 -0.585 0.501 0.177
O -1.167 0.846 1.678 0.121 -0.057 0.047
N 0.523 1.069 0.143 0.527 -0.169 -0.211
C 1.746 1.723 0.888 -1.124 -0.592 0.359
O 1.455 2.538 1.745 0.160 0.278 -0.043
O 2.778 1.207 0.464 0.559 0.144 -0.287
H 0.506 -1.770 -0.250 0.027 -0.110 -0.058
H 0.065 -1.033 -1.798 0.195 -0.103 0.011
H -0.811 -2.439 -1.236 -0.055 0.007 0.067
H -1.957 -1.033 0.508 -0.255 -0.178 -0.313
H -1.826 -0.092 -1.044 -0.622 0.279 0.323
H 0.921 0.543 -0.618 0.001 -0.018 -0.095
```
Positions in Å, forces in eV/Å.

Summary:
Total charge ... -1
Structure (SMILES) ... CCC(=O)NC(=O)[O-]
LUMO ... 3.66 eV
HOMO-LUMO gap ... 8.45 eV
HOMO level ... -4.791 eV
ΔE to the lowest compared entry with this formula, charge and spin ... 22.5 kJ/mol

---

No. 4
Below is the molecule C4H6NO3 in a non-equilibrium geometry, with properties calculated with wB97M-V/def2-TZVPD.

XYZ file:
```
14
Properties=species:S:1:pos:R:3:forces:R:3
O -0.286 -2.233 0.235 0.041 -0.128 -0.417
C -0.516 -1.481 -0.678 0.115 0.260 0.786
O -0.297 -1.585 -1.939 0.018 -0.129 -0.264
C -1.159 -0.089 -0.443 -0.420 0.752 -0.707
C -0.702 0.549 0.868 -0.483 -0.845 0.024
C 0.504 1.424 0.691 0.355 0.174 0.202
N 1.666 0.776 0.340 -0.158 -0.055 -0.474
O 0.492 2.620 0.886 -0.140 0.034 0.009
H -1.058 0.609 -1.281 0.427 -0.211 -0.025
H -2.225 -0.281 -0.474 -0.290 -0.308 0.389
H -0.483 -0.271 1.547 0.223 -0.088 0.211
H -1.545 1.073 1.314 0.228 0.407 -0.163
H 1.630 -0.129 -0.128 0.094 0.434 0.387
H 2.385 1.420 0.033 -0.011 -0.297 0.042
```
Positions in Å, forces in eV/Å.

Summary:
LUMO (spin up / spin down) ... 0.64 / -3.51 eV
HOMO-LUMO gap (spin up / spin down) ... 10.83 / 6.68 eV
Spin multiplicity ... 2
HOMO level (spin up / spin down) ... -10.198 / -10.192 eV
ΔE to the lowest compared entry with this formula, charge and spin ... 0.0 kJ/mol

---

No. 5
Below is the ion C4H6NOS with charge +1 in a non-equilibrium geometry, with properties calculated with wB97M-V/def2-TZVPD.

XYZ file:
```
13
Properties=species:S:1:pos:R:3:forces:R:3
C -1.781 0.940 0.542 -1.135 0.805 1.661
C -0.501 0.521 0.771 0.546 -2.256 -0.381
C 0.892 -1.284 0.260 3.116 -4.457 -0.302
C 0.723 0.405 -1.399 -0.641 1.942 -0.786
N 0.423 -0.195 -0.105 -0.946 2.585 0.323
O 1.485 -1.903 1.243 -1.649 2.386 0.099
S -2.594 1.726 -0.743 0.729 -0.909 1.046
H -2.222 0.737 1.625 -0.210 1.077 -2.522
H -0.417 -0.019 1.679 0.341 0.213 1.300
H 0.945 -0.164 -2.281 -0.875 -1.315 -0.041
H -0.098 1.140 -1.506 0.465 -0.540 -0.648
H 1.636 0.970 -1.373 0.499 0.512 0.963
H 1.509 -2.874 1.288 -0.240 -0.043 -0.713
```
Positions in Å, forces in eV/Å.

Summary:
Total charge ... +1
LUMO (spin up / spin down) ... -6.01 / -6.60 eV
HOMO-LUMO gap (spin up / spin down) ... 7.55 / 6.55 eV
HOMO level (spin up / spin down) ... -13.556 / -13.148 eV
ΔE to the lowest compared entry with this formula, charge and spin ... 562.4 kJ/mol

---

No. 6
Below is the molecule C4H6NP in a non-equilibrium geometry, with properties calculated with wB97M-V/def2-TZVPD.

XYZ file:
```
12
Properties=species:S:1:pos:R:3:forces:R:3
N 0.118 2.417 -0.727 -1.089 1.019 -0.269
C 0.955 1.608 -0.460 0.146 0.559 0.077
P 1.866 0.465 0.276 0.562 -0.222 -0.419
C 0.565 -0.796 -0.119 1.418 -0.695 0.291
C -0.889 -0.593 -0.226 1.443 3.412 3.312
C -0.228 -1.057 1.131 -1.152 -1.136 -0.888
H -0.185 2.836 -1.598 0.478 -0.204 -0.048
H 1.081 -1.607 -0.628 -0.617 -0.179 -0.112
H -1.389 0.399 -0.270 0.902 -0.532 0.101
H -1.430 -1.261 -0.728 -1.847 -2.976 -1.780
H -0.492 -2.098 1.462 0.511 1.228 -0.311
H 0.027 -0.314 1.886 -0.755 -0.276 0.046
```
Positions in Å, forces in eV/Å.

Summary:
Structure (SMILES) ... N=C=PC1CC1
LUMO ... 1.10 eV
HOMO-LUMO gap ... 9.13 eV
HOMO level ... -8.031 eV
ΔE to the lowest compared entry with this formula, charge and spin ... 206.4 kJ/mol

---

Q: What is the formula in the first record?
A: C4H6NO

---

Q: What is the ΔE to the lowest compared entry with this formula, charge and spin in the fifth record?
A: 562.4 kJ/mol

---

Q: The lowest ΔE to the lowest compared entry with this formula, charge and spin belongs to which entry?
A: number 4

---

Q: Which of these has the highest ΔE to the lowest compared entry with this formula, charge and spin?
A: C4H6NOS